202
Properties=species:S:1:pos:R:3:forces:R:3:lowdin_charge:R:1 method="wB97M-V/def2-TZVPD" total_charge=+10 gap_ev=3.998
Ag 0.934 -0.653 1.046 0.0 0.1 0.3 0.27
C 4.161 -5.739 1.479 0.4 -0.5 0.3 0.02
N 3.842 -5.736 2.942 -0.2 0.0 0.1 -0.06
C 2.947 -4.859 3.466 -1.1 -0.9 0.4 -0.03
C 2.537 -4.897 4.815 1.7 -0.7 0.2 0.03
C 3.180 -5.799 5.703 0.5 -1.0 -2.5 -0.12
C 3.998 -6.799 5.063 0.0 2.0 0.7 0.08
C 4.404 -6.667 3.728 -1.2 -0.9 1.7 0.04
C 3.013 -5.841 7.174 -0.9 0.2 0.4 -0.20
C 1.748 -5.958 7.746 -0.3 -0.8 1.6 0.08
C 1.519 -6.156 9.192 1.0 1.1 -3.4 0.07
N 2.574 -5.973 9.982 2.5 0.8 0.0 -0.06
C 3.817 -5.694 9.417 0.1 -1.0 -1.6 0.05
C 4.100 -5.725 8.026 -0.9 -0.3 2.3 0.03
C 2.568 -6.097 11.516 -0.6 0.1 -1.0 0.09
H 3.270 -5.878 0.867 -0.2 0.8 0.3 0.08
H 4.741 -6.630 1.239 0.2 0.0 0.5 0.10
H 4.791 -4.872 1.280 -0.4 0.2 -0.1 0.09
H 2.342 -4.345 2.734 0.4 0.6 -0.1 0.05
H 1.805 -4.214 5.219 -0.1 0.2 -0.4 0.12
H 4.376 -7.577 5.710 0.3 -0.2 -0.3 0.14
H 5.017 -7.463 3.331 0.3 0.4 -0.5 0.16
H 0.969 -6.027 7.001 -0.7 -0.2 0.6 0.13
H 0.531 -6.353 9.581 0.1 -0.1 0.3 0.16
H 4.703 -5.583 10.024 -0.4 0.0 0.8 0.15
H 5.133 -5.718 7.711 0.1 0.3 0.0 0.15
H 1.624 -5.655 11.835 0.0 -0.6 0.2 0.11
H 3.366 -5.512 11.973 0.1 -0.1 -0.5 0.11
H 2.716 -7.160 11.705 -0.3 0.1 0.4 0.13
C 0.695 6.949 5.639 0.5 0.4 0.1 0.04
N 1.295 5.639 5.766 1.1 -2.4 0.5 -0.09
C 1.769 5.270 6.993 -2.0 -0.3 -1.5 0.06
C 1.995 3.934 7.243 0.4 -2.2 0.1 0.05
C 1.928 2.910 6.267 0.4 1.3 -1.6 -0.01
C 1.600 3.432 4.943 0.9 -2.4 1.1 0.02
C 1.309 4.717 4.724 -0.3 2.5 1.6 -0.01
C 2.380 1.440 6.511 -0.1 1.5 -1.5 -0.11
C 2.271 0.458 5.514 -1.6 0.5 0.2 0.03
C 2.586 -0.862 5.728 1.5 0.0 0.7 0.02
N 3.256 -1.247 6.883 -0.7 3.6 0.3 -0.05
C 3.388 -0.286 7.885 0.2 1.3 -2.2 0.11
C 3.050 1.113 7.640 -0.3 -3.1 2.0 0.06
C 3.958 -2.514 6.946 0.4 -1.2 0.3 -0.01
H -0.131 6.844 4.936 0.1 0.5 0.1 0.11
H 1.503 7.621 5.351 -0.4 0.4 -0.4 0.13
H 0.367 7.225 6.641 -0.3 0.2 -0.3 0.12
H 1.634 6.016 7.763 0.5 0.0 0.2 0.16
H 2.165 3.588 8.252 0.2 0.6 0.2 0.13
H 1.607 2.871 4.021 0.1 -0.7 0.1 0.06
H 1.079 5.082 3.734 -0.1 0.2 0.1 0.14
H 1.736 0.794 4.638 0.1 -0.7 -0.5 0.07
H 2.487 -1.638 4.984 0.0 0.1 -0.2 0.11
H 3.903 -0.530 8.803 0.0 -0.4 -0.1 0.15
H 3.108 1.823 8.452 0.6 -0.3 0.2 0.13
H 4.977 -2.397 7.315 -0.3 0.3 0.5 0.13
H 4.154 -2.966 5.974 -0.5 0.5 -0.4 0.06
H 3.376 -3.219 7.539 0.2 0.1 0.2 0.09
C 0.710 5.112 -0.459 0.1 -0.2 0.2 0.05
N -0.583 4.601 0.105 -1.3 3.6 1.5 -0.05
C -0.818 3.334 0.397 1.7 -1.4 -1.3 -0.04
C -1.990 2.827 0.893 -1.1 1.8 1.3 0.03
C -2.908 3.787 1.405 1.1 -0.7 1.0 -0.09
C -2.573 5.155 1.341 -0.4 -0.8 -1.4 0.05
C -1.486 5.539 0.580 -0.5 -0.7 -0.1 0.03
C -4.077 3.301 2.210 0.1 0.7 -0.2 -0.14
C -5.348 3.796 2.029 -1.2 -0.2 -1.7 0.04
C -6.423 3.088 2.518 0.6 -1.0 3.2 0.04
N -6.178 2.089 3.456 -1.8 -0.2 -1.4 -0.04
C -4.941 1.590 3.662 -2.5 1.5 1.8 0.02
C -3.947 2.303 3.143 3.6 -1.3 -1.4 0.00
C -7.314 1.476 4.222 0.1 -0.3 0.6 0.05
H 0.937 6.165 -0.289 -1.1 0.2 0.3 0.11
H 0.678 4.991 -1.542 0.4 -0.5 0.2 0.09
H 1.510 4.648 0.117 0.1 -0.8 -0.6 0.09
H 0.032 2.715 0.151 0.0 -0.7 0.1 0.07
H -2.092 1.775 1.115 0.2 -0.1 -0.1 0.05
H -3.275 5.907 1.669 0.1 0.1 0.3 0.14
H -1.466 6.587 0.317 1.0 0.0 -0.1 0.16
H -5.558 4.562 1.297 0.0 0.3 0.1 0.14
H -7.475 3.332 2.483 0.1 0.3 -0.5 0.14
H -4.794 0.903 4.483 -0.1 -0.5 -0.3 0.17
H -2.991 1.828 3.304 0.7 0.3 0.1 0.06
H -8.244 2.041 4.284 0.5 0.7 -0.3 0.12
H -6.930 1.366 5.236 -0.3 -0.1 0.0 0.12
H -7.623 0.498 3.850 0.5 -0.1 -0.2 0.10
C 2.554 -5.418 -6.146 -0.5 -0.7 0.1 0.05
N 2.905 -4.428 -5.136 1.6 0.7 -0.4 -0.09
C 3.434 -3.273 -5.616 -0.4 0.4 2.0 0.03
C 3.918 -2.369 -4.680 0.1 0.7 0.5 0.03
C 3.937 -2.647 -3.305 0.6 -0.8 1.2 -0.09
C 3.492 -3.923 -2.898 0.4 1.0 0.0 0.04
C 2.963 -4.761 -3.831 -0.1 -0.4 -0.6 0.01
C 4.574 -1.751 -2.221 -0.6 0.9 -0.6 -0.13
C 5.700 -0.981 -2.524 1.4 -0.3 0.6 0.00
C 6.403 -0.289 -1.528 -0.9 0.1 0.3 0.02
N 5.907 -0.188 -0.264 -1.3 -0.4 -0.5 -0.03
C 4.708 -0.773 -0.006 -0.8 -1.0 -0.4 -0.05
C 4.010 -1.575 -0.942 1.8 -0.5 -1.2 0.03
C 6.442 0.649 0.865 0.4 0.4 -0.6 0.04
H 1.504 -5.214 -6.354 0.1 -0.6 -0.6 0.11
H 2.728 -6.403 -5.711 -0.3 0.0 -0.2 0.13
H 3.223 -5.318 -7.000 -0.3 0.0 0.0 0.13
H 3.396 -3.069 -6.676 0.1 -0.3 0.0 0.15
H 4.315 -1.400 -4.947 0.0 -0.1 -0.6 0.12
H 3.643 -4.289 -1.893 -0.3 0.1 0.2 0.13
H 2.626 -5.755 -3.573 0.0 -0.1 -0.1 0.16
H 6.242 -1.106 -3.449 -0.1 0.2 -0.3 0.13
H 7.306 0.265 -1.741 0.2 -0.2 0.1 0.16
H 4.240 -0.642 0.959 0.5 0.1 0.4 0.02
H 3.206 -2.268 -0.746 -0.6 0.6 1.0 0.03
H 6.372 0.059 1.779 -0.3 0.1 0.0 0.06
H 5.839 1.557 0.844 -0.3 -0.2 0.5 0.07
H 7.461 1.007 0.721 0.1 -0.6 -0.4 0.12
C -1.791 0.234 -11.896 1.3 1.2 -0.4 0.06
N -1.580 -0.115 -10.468 -0.7 0.7 -0.7 -0.07
C -2.693 -0.451 -9.830 1.2 -1.6 2.1 0.04
C -2.524 -0.990 -8.548 -1.1 -0.7 1.1 0.05
C -1.327 -1.084 -7.853 0.3 0.9 -2.5 -0.13
C -0.207 -0.628 -8.617 -0.3 -0.4 1.2 0.05
C -0.329 -0.156 -9.912 -1.2 -0.5 0.5 0.05
C -1.177 -1.657 -6.495 2.1 -0.5 0.9 -0.11
C -1.550 -2.963 -6.143 -0.9 0.4 -1.6 0.05
C -1.293 -3.538 -4.928 1.3 2.1 -0.5 0.04
N -0.446 -2.850 -4.108 -0.3 1.2 -0.2 -0.07
C 0.058 -1.568 -4.346 -1.8 -2.5 -2.3 0.02
C -0.289 -1.021 -5.594 -0.1 0.1 1.2 0.03
C -0.127 -3.510 -2.870 0.3 0.0 1.0 -0.03
H -2.616 0.910 -12.122 -0.7 -0.6 0.7 0.13
H -1.841 -0.700 -12.455 0.3 0.3 -0.3 0.14
H -0.978 0.932 -12.097 0.5 -0.7 -0.8 0.11
H -3.657 -0.487 -10.315 0.1 0.3 -0.3 0.17
H -3.364 -1.454 -8.054 -0.5 0.3 -0.2 0.14
H 0.739 -0.750 -8.110 0.4 0.3 -0.6 0.12
H 0.500 0.143 -10.535 0.0 0.0 -0.1 0.16
H -1.974 -3.587 -6.915 -0.6 0.0 0.1 0.15
H -1.703 -4.510 -4.698 0.4 -0.1 0.5 0.17
H 0.726 -1.117 -3.627 -0.2 -0.1 0.3 0.07
H 0.177 -0.070 -5.806 -0.2 0.2 -0.3 0.11
H 0.744 -3.037 -2.418 -0.1 -0.3 0.2 0.05
H 0.032 -4.561 -3.110 0.0 0.1 0.5 0.11
H -0.976 -3.351 -2.205 0.2 -0.4 0.2 0.09
C -2.425 -2.709 0.336 -0.6 0.0 0.3 0.01
N -3.692 -1.876 0.281 -0.5 -2.2 0.7 -0.06
C -4.928 -2.501 0.227 1.2 2.8 -0.1 0.09
C -6.033 -1.628 0.231 0.8 -0.9 0.2 0.07
C -5.823 -0.238 0.266 -0.5 0.9 -0.4 -0.11
C -4.535 0.326 0.356 -1.5 -1.2 0.1 0.04
C -3.511 -0.579 0.481 1.0 0.7 -1.1 -0.04
C -6.979 0.753 0.155 -0.3 0.7 -0.5 -0.12
C -6.942 1.834 -0.774 -1.5 0.4 0.1 0.05
C -8.070 2.708 -0.914 0.5 -2.3 2.4 0.07
N -9.115 2.511 -0.047 0.5 -1.0 -0.7 -0.08
C -9.191 1.507 0.888 1.9 0.0 -1.2 0.05
C -8.111 0.626 0.987 0.1 0.0 -1.0 0.03
C -10.321 3.286 -0.255 -1.2 1.4 1.1 0.03
H -2.067 -2.630 1.363 0.2 -0.1 -0.1 0.10
H -1.676 -2.313 -0.350 -0.1 0.2 0.1 0.03
H -2.659 -3.746 0.095 0.0 0.1 0.1 0.11
H -4.846 -3.575 0.148 -0.7 0.0 0.0 0.15
H -7.013 -2.081 0.186 -0.2 0.2 -0.1 0.14
H -4.452 1.402 0.299 0.5 -0.1 0.3 0.11
H -2.460 -0.345 0.569 0.1 0.5 0.2 0.06
H -6.135 1.985 -1.475 0.2 -0.2 0.1 0.12
H -8.223 3.533 -1.595 0.3 -0.1 -0.2 0.15
H -10.080 1.406 1.493 -0.2 0.2 -0.1 0.17
H -8.156 -0.275 1.581 -0.3 0.2 0.5 0.13
H -11.159 2.690 -0.616 0.3 -0.1 -0.3 0.14
H -10.160 4.195 -0.835 0.1 -0.4 -0.3 0.12
H -10.597 3.644 0.736 -0.3 0.1 0.0 0.12
C 4.591 2.640 -2.139 -0.8 1.2 0.9 0.05
N 3.371 3.102 -2.909 -0.4 -0.9 -1.4 -0.03
C 2.431 2.130 -3.278 0.5 0.7 0.6 0.01
C 1.320 2.401 -4.045 1.0 1.1 -0.8 0.01
C 1.275 3.653 -4.686 -1.1 0.0 1.3 -0.14
C 2.171 4.629 -4.296 1.6 0.7 1.4 0.06
C 3.247 4.373 -3.390 -1.6 -2.0 -0.7 0.07
C 0.085 4.008 -5.526 1.0 0.6 -1.9 -0.14
C -1.007 4.638 -5.032 -1.8 1.6 1.3 0.05
C -2.047 5.204 -5.832 1.4 -2.2 -0.5 0.08
N -2.064 4.783 -7.109 2.0 0.3 0.8 -0.07
C -0.926 4.194 -7.634 -3.1 0.8 -2.2 0.02
C 0.166 3.931 -6.943 2.0 -1.0 2.7 0.05
C -3.208 5.153 -7.915 -1.2 -0.4 -1.1 0.03
H 4.883 1.649 -2.487 0.1 0.4 0.1 0.08
H 4.357 2.696 -1.076 -0.8 -1.0 0.2 0.07
H 5.346 3.424 -2.085 0.3 -0.2 -1.3 0.12
H 2.554 1.105 -2.963 0.4 0.2 0.7 0.11
H 0.527 1.695 -4.244 0.3 -0.3 0.3 0.10
H 2.078 5.681 -4.521 -0.2 0.0 -0.7 0.15
H 3.975 5.108 -3.079 0.0 0.1 0.0 0.16
H -1.047 4.784 -3.963 -0.2 0.3 0.1 0.13
H -2.868 5.853 -5.568 0.1 -0.1 0.6 0.16
H -1.030 3.998 -8.691 0.2 0.1 -0.1 0.16
H 1.121 3.609 -7.331 -0.3 -0.1 -0.7 0.15
H -4.095 4.777 -7.406 -0.1 0.7 0.2 0.12
H -3.284 4.622 -8.864 0.7 0.0 -0.1 0.12
H -3.193 6.219 -8.137 -0.2 0.0 0.2 0.14
Cl 5.141 -2.100 3.172 -0.6 -0.1 -0.2 -0.43
Cl -0.862 0.159 3.078 -0.1 0.0 -0.7 -0.35
Cl 1.133 -3.567 0.441 0.0 0.8 -0.2 -0.31
Cl 2.731 1.719 1.527 -0.5 -0.2 -0.5 -0.41
Cl -0.099 0.254 -1.359 0.0 -0.1 -0.2 -0.31

---

76
Properties=species:S:1:pos:R:3:forces:R:3:lowdin_charge:R:1 method="wB97M-V/def2-TZVPD" total_charge=+2 multiplicity=2 gap_ev="5.062 / 5.402"
Pd -1.366 -1.856 -1.290 1.5 -1.7 -0.7 1.29
C 0.935 -2.465 -4.838 -0.1 -0.1 0.1 -0.02
C 0.694 -1.657 -3.732 -0.2 0.0 -0.2 -0.10
N -0.446 -2.028 -3.155 0.4 0.6 -0.1 -0.07
N -0.924 -3.080 -3.834 -0.1 -0.3 0.0 0.01
C -0.120 -3.361 -4.861 0.3 0.1 0.0 -0.02
B -2.244 -3.687 -3.294 0.5 0.0 -1.2 -0.72
N -2.041 -3.645 -1.778 0.4 0.0 1.0 0.11
C -2.085 -4.632 -0.944 -0.1 -0.2 -0.6 -0.08
C -2.125 -4.490 0.444 0.2 0.1 0.5 0.04
C -2.214 -3.202 1.051 0.0 -0.5 -0.2 -0.23
N -2.093 -2.096 0.452 -0.3 1.6 1.4 0.01
N -3.311 -2.614 -3.566 -0.3 -0.4 0.0 0.02
C -4.222 -2.425 -4.535 0.0 0.3 0.1 -0.04
C -4.843 -1.215 -4.317 0.2 -0.1 0.1 -0.02
C -4.228 -0.700 -3.176 -0.1 0.2 0.0 -0.10
N -3.306 -1.545 -2.746 1.0 -0.4 1.2 0.04
N -2.496 -5.074 -3.824 -0.3 0.0 -0.1 -0.01
C -3.410 -5.622 -4.662 -0.3 -0.4 -0.3 -0.06
C -3.105 -6.952 -4.821 -0.2 0.3 0.0 -0.04
C -1.975 -7.155 -4.016 -0.3 0.4 -0.3 -0.13
N -1.627 -6.027 -3.443 1.3 0.1 0.9 0.04
H 1.762 -2.410 -5.514 0.1 0.0 -0.1 0.11
H 1.273 -0.835 -3.355 0.0 0.1 0.1 0.12
H -0.336 -4.169 -5.530 -0.1 -0.2 -0.1 0.13
H -2.145 -5.640 -1.364 -0.1 0.3 -0.1 0.14
H -2.215 -5.364 1.068 0.1 -0.2 0.0 0.12
H -2.450 -3.191 2.118 -0.1 0.2 -0.1 0.13
H -4.365 -3.115 -5.340 0.0 -0.2 -0.1 0.12
H -5.628 -0.776 -4.895 -0.1 0.1 -0.1 0.11
H -4.419 0.222 -2.666 0.0 0.2 0.1 0.12
H -4.224 -5.067 -5.079 -0.1 0.1 -0.1 0.10
H -3.617 -7.676 -5.418 -0.2 -0.1 -0.2 0.10
H -1.421 -8.055 -3.839 0.2 -0.2 0.0 0.11
F -1.129 4.604 1.159 0.1 0.0 0.0 0.08
C -0.173 3.665 1.310 0.0 -0.2 -0.1 -0.18
C -0.316 2.484 0.630 0.1 0.1 0.1 0.10
C 0.643 1.467 0.737 0.0 0.1 0.1 -0.04
C 0.487 0.205 0.012 0.8 -0.2 0.4 -0.27
O -0.516 0.034 -0.731 -0.8 -0.3 -0.3 -0.09
C 1.564 -0.716 0.195 -0.5 -0.5 -0.4 -0.01
C 2.590 -0.427 1.048 -0.1 0.0 -0.1 0.05
N 2.675 0.697 1.774 0.1 -0.4 -0.1 0.01
C 3.723 0.835 2.750 0.4 0.1 0.3 -0.25
C 4.056 -0.337 3.620 0.0 0.0 0.0 -0.07
C 3.347 0.841 4.208 0.0 0.0 0.0 -0.08
C 1.745 1.689 1.590 -0.5 0.3 -0.3 -0.11
C 1.882 2.916 2.247 -0.1 0.1 -0.1 0.07
C 0.948 3.933 2.126 -0.1 -0.8 -0.2 -0.13
N 1.147 5.115 2.839 -0.1 0.3 0.2 -0.10
C 0.044 6.019 3.121 -0.2 0.0 -0.1 -0.12
C 0.498 7.026 4.191 -0.6 0.3 -0.4 -0.08
N 1.589 6.413 4.991 -0.1 -0.1 0.5 0.06
C 2.829 6.239 4.182 0.6 -0.2 -0.6 -0.07
C 2.417 5.806 2.763 0.1 0.1 0.0 -0.12
C 1.699 -2.097 -0.494 1.5 2.7 0.6 -0.61
O 2.830 -2.424 -0.795 -0.4 -0.6 0.0 0.11
O 0.649 -2.785 -0.609 -3.5 -1.0 -0.9 0.01
H -1.171 2.335 -0.012 -0.1 0.0 0.0 0.14
H 3.391 -1.145 1.158 0.0 0.1 0.0 0.16
H 4.533 1.476 2.420 0.0 0.0 0.1 0.16
H 5.092 -0.499 3.871 0.1 0.1 0.0 0.12
H 3.495 -1.249 3.491 -0.1 -0.1 0.0 0.11
H 3.888 1.490 4.879 0.1 0.1 0.0 0.11
H 2.302 0.730 4.457 -0.1 -0.1 -0.1 0.12
H 2.744 3.076 2.871 0.1 0.0 0.2 0.11
H -0.795 5.425 3.491 0.0 0.1 0.0 0.14
H -0.302 6.570 2.237 0.0 0.0 0.2 0.14
H -0.336 7.285 4.843 0.2 0.0 0.0 0.15
H 0.876 7.946 3.743 0.1 -0.1 0.1 0.14
H 1.264 5.482 5.282 0.1 0.2 0.1 0.19
H 1.783 6.966 5.833 -0.1 -0.2 -0.1 0.20
H 3.455 5.488 4.667 -0.2 0.1 0.1 0.14
H 3.380 7.179 4.148 -0.1 0.0 0.2 0.14
H 3.180 5.159 2.336 0.0 0.1 0.0 0.13
H 2.330 6.685 2.113 0.1 0.0 0.0 0.14

---

14
Properties=species:S:1:pos:R:3:forces:R:3:nbo_charge:R:1 method="wB97M-V/def2-TZVPD" de_lowest_kcal_mol=36.4 smiles=C[C@@H]1C[C@@H](O)O1 gap_ev=11.200
C -1.785 -0.309 -0.245 -0.1 0.0 0.0 -0.63
C -0.349 0.040 -0.519 -0.3 -0.2 -0.2 0.10
C 0.766 -0.861 0.027 0.0 -0.1 0.0 -0.47
C 1.267 0.426 0.694 -0.1 -0.1 0.3 0.38
O 2.295 1.090 0.022 0.0 0.1 -0.1 -0.72
O 0.061 1.115 0.366 -0.1 0.0 0.2 -0.55
H -2.427 0.524 -0.549 0.0 -0.1 0.0 0.22
H -2.090 -1.208 -0.788 0.0 0.1 0.0 0.21
H -1.911 -0.464 0.831 0.0 -0.1 -0.2 0.21
H -0.195 0.316 -1.572 -0.1 0.0 0.2 0.17
H 1.453 -1.317 -0.687 -0.1 0.1 0.1 0.22
H 0.395 -1.605 0.737 0.1 0.1 -0.1 0.21
H 1.474 0.396 1.771 0.0 0.1 -0.2 0.15
H 1.761 1.747 -0.453 0.6 0.1 -0.1 0.48

---

15
Properties=species:S:1:pos:R:3:forces:R:3:nbo_charge:R:1 method="wB97M-V/def2-TZVPD" total_charge=+1 de_lowest_kcal_mol=123.6 gap_ev="7.623 / 7.860"
C 0.947 -0.602 -2.090 0.4 1.8 -1.5 -0.43
C 0.255 -0.376 0.290 0.0 3.5 -0.1 0.05
C -1.325 1.444 0.481 1.1 -1.1 -5.3 -0.49
N -0.324 -1.197 -1.672 1.1 -1.0 -2.2 -0.05
N -0.594 -1.120 -0.498 -1.3 -0.6 2.3 -0.18
N 0.257 -0.530 1.772 -0.9 -0.3 0.4 -0.74
S 1.745 0.076 -0.566 -0.6 -0.2 0.4 0.27
H 1.748 -1.219 -2.594 -1.5 0.0 0.5 0.28
H 0.648 0.209 -2.886 0.7 -1.2 1.7 0.27
H -1.010 2.121 -0.445 -1.1 -2.0 1.8 0.23
H -0.908 1.869 1.284 1.1 1.3 3.4 0.16
H -2.257 0.882 0.501 0.2 0.4 -0.1 0.22
H 0.912 -1.276 2.128 -1.3 -0.2 -0.4 0.45
H -0.820 -0.560 2.066 3.0 -0.4 -0.3 0.50
H 0.726 0.280 2.227 -0.9 0.0 -0.6 0.46